No. 1
C5H11NO in the gas phase. Source: the Open Molecules 2025 dataset; level of theory: ωB97M-V/def2-TZVPD.

The calculated total energy is -327.12064 hartree. For the strongest force on any atom, the calculation gives 0.4 eV Å⁻¹. The calculation puts the LUMO energy at 0.89 eV. The SMILES is CNC(=O)C(C)C. Its relative energy (zero: lowest compared OMol25 entry of this formula, charge and spin) is 28.1 kJ/mol. The net charge is 0. The HOMO energy is -9.6372 eV. The calculation puts the molecular weight at 101.1 g mol⁻¹.

Geometry as XYZ:
```
18
Properties=species:S:1:pos:R:3:lowdin_charge:R:1
H 1.182 -0.327 -1.575 0.132
H 3.319 -0.749 -0.824 0.083
C -1.963 1.001 0.622 -0.082
H -1.734 0.788 1.671 0.084
H -1.766 -1.540 0.754 0.079
H 3.272 0.828 0.015 0.084
H -2.997 0.707 0.415 0.080
O 0.716 1.165 1.162 0.064
H -0.252 -1.836 -0.104 0.072
C 2.743 -0.116 -0.144 -0.083
H -1.868 2.082 0.486 0.083
N 1.420 0.099 -0.694 -0.006
H -1.139 0.531 -1.318 0.136
C 0.440 0.580 0.127 -0.493
C -0.994 0.234 -0.269 -0.340
C -1.203 -1.296 -0.154 -0.058
H -1.760 -1.695 -1.009 0.076
H 2.651 -0.624 0.824 0.089
```


No. 2
A 2-piece molecular cluster, C5H11NO overall at a distorted geometry. Source: the Open Molecules 2025 dataset; level of theory: ωB97M-V/def2-TZVPD.

The calculated total energy is -327.02102 hartree. For the strongest force on any atom, the calculation gives 4.6 eV Å⁻¹. The calculation puts the LUMO energy at 0.50 eV. The SMILES is C=N/C=C/CC.O. Its relative energy (zero: lowest compared OMol25 entry of this formula, charge and spin) is 289.7 kJ/mol. The net charge is 0. The HOMO energy is -9.3000 eV. The calculation puts the molecular weight at 101.1 g mol⁻¹.

Geometry as XYZ:
```
18
Properties=species:S:1:pos:R:3:lowdin_charge:R:1
H 0.356 -1.184 -1.018 -0.002
H -2.191 0.081 0.453 0.091
H 0.892 0.283 0.340 0.105
H 0.195 -1.577 3.348 0.067
H 1.873 -0.910 -1.163 0.012
N -1.136 -0.899 1.918 -0.014
O 1.207 -1.585 -1.192 -0.057
H 0.628 0.168 2.514 0.113
C -0.253 1.488 -1.069 -0.240
H 0.656 1.934 -3.050 0.091
C -0.073 -0.793 2.628 -0.058
C -0.171 0.513 0.083 -0.162
H 0.852 0.291 -2.674 0.067
C -1.185 -0.042 0.743 -0.157
H 1.730 1.492 -1.644 0.065
H -0.238 2.469 -0.787 0.072
C 0.813 1.258 -2.156 -0.118
H -1.243 1.381 -1.578 0.124
```


No. 3
C5H11NO as an isolated structure at a distorted geometry. Source: the Open Molecules 2025 dataset; level of theory: ωB97M-V/def2-TZVPD.

The calculated total energy is -326.84851 hartree. For the strongest force on any atom, the calculation gives 3.9 eV Å⁻¹. The calculation puts the LUMO energy at 0.78 eV. Its relative energy (zero: lowest compared OMol25 entry of this formula, charge and spin) is 742.6 kJ/mol. The net charge is 0. The HOMO energy is -7.0063 eV. The calculation puts the molecular weight at 101.1 g mol⁻¹.

Geometry as XYZ:
```
18
Properties=species:S:1:pos:R:3:lowdin_charge:R:1
H -1.706 0.081 2.054 0.061
H 2.069 0.405 1.402 0.073
H -0.946 -0.994 3.221 0.061
N -0.428 -1.306 1.180 -0.148
H 1.205 0.124 -2.634 0.083
O 0.952 2.065 -2.112 -0.109
H -0.491 0.701 -2.733 0.081
C 0.706 0.046 -0.117 -0.162
C -1.376 -0.954 2.210 -0.228
C 0.449 0.759 -2.178 -0.163
H -2.285 -1.579 2.211 0.056
C 1.723 0.656 0.409 0.059
H 0.274 2.646 -1.750 0.091
H -0.084 -2.261 1.247 0.052
H -0.480 -1.351 -1.210 0.110
C -0.479 -0.486 -0.557 -0.099
H 2.291 1.364 -0.188 0.071
H -1.393 0.086 -0.457 0.112
```


- Among the records above, which one has the highest LUMO?
  number 1


Copy entry 3 word for word.
C5H11NO as an isolated structure at a distorted geometry. Source: the Open Molecules 2025 dataset; level of theory: ωB97M-V/def2-TZVPD.

The calculated total energy is -326.84851 hartree. For the strongest force on any atom, the calculation gives 3.9 eV Å⁻¹. The calculation puts the LUMO energy at 0.78 eV. Its relative energy (zero: lowest compared OMol25 entry of this formula, charge and spin) is 742.6 kJ/mol. The net charge is 0. The HOMO energy is -7.0063 eV. The calculation puts the molecular weight at 101.1 g mol⁻¹.

Geometry as XYZ:
```
18
Properties=species:S:1:pos:R:3:lowdin_charge:R:1
H -1.706 0.081 2.054 0.061
H 2.069 0.405 1.402 0.073
H -0.946 -0.994 3.221 0.061
N -0.428 -1.306 1.180 -0.148
H 1.205 0.124 -2.634 0.083
O 0.952 2.065 -2.112 -0.109
H -0.491 0.701 -2.733 0.081
C 0.706 0.046 -0.117 -0.162
C -1.376 -0.954 2.210 -0.228
C 0.449 0.759 -2.178 -0.163
H -2.285 -1.579 2.211 0.056
C 1.723 0.656 0.409 0.059
H 0.274 2.646 -1.750 0.091
H -0.084 -2.261 1.247 0.052
H -0.480 -1.351 -1.210 0.110
C -0.479 -0.486 -0.557 -0.099
H 2.291 1.364 -0.188 0.071
H -1.393 0.086 -0.457 0.112
```


- Which value of LUMO does entry 2 give?
  0.50 eV